{"formula": "C6H6O", "method": "wB97M-V/def2-TZVPD", "elements": ["O", "C", "C", "C", "C", "C", "C", "H", "H", "H", "H", "H", "H"], "coordinates": [[1.96999, -1.02649, -0.31928], [-0.75835, 1.42852, 0.28584], [1.35798, 0.06623, 0.31657], [-1.23716, 2.47583, 0.64529], [-0.10476, 0.18545, -0.16192], [-0.94135, -1.01870, -0.18610], [-1.52062, -1.93587, -0.71519], [1.48750, 0.03597, 1.40751], [-1.67851, 3.41449, 0.91900], [1.57279, -1.82768, 0.04597], [-2.03386, -2.83488, -0.94240], [0.02182, 0.07025, -1.24774], [1.86452, 0.96688, -0.04754]], "lowdin_charge": [-0.0535, -0.0872, -0.2327, 0.1262, -0.3341, -0.1077, 0.1284, 0.1282, 0.0313, 0.0899, 0.0258, 0.1563, 0.1289], "e_homo_ev": -9.80, "smiles": "C#CC(C#C)CO"}

***

{"formula": "C6H6O", "method": "wB97M-V/def2-TZVPD", "elements": ["O", "C", "C", "C", "C", "C", "C", "H", "H", "H", "H", "H", "H"], "coordinates": [[1.12706, 0.96882, 1.46420], [0.00960, -0.89936, 0.59257], [1.93081, 0.41632, 0.65784], [-0.49478, 1.31037, -0.36365], [0.35496, 0.65956, -1.16654], [1.15335, -0.40382, -0.32331], [-0.18923, 0.56241, 1.20546], [-0.98461, 0.94887, 1.80307], [0.41864, 0.96627, -2.16167], [1.76051, -1.25643, -0.75949], [0.16746, -1.77967, 1.13890], [-0.85656, -1.00655, -0.00312], [-0.85544, 2.29322, -0.34015]], "lowdin_charge": [-0.0477, -0.0799, -0.0395, 0.0357, -0.0525, -0.2673, -0.1612, 0.1221, 0.0817, 0.1469, 0.0958, 0.0908, 0.0752], "e_homo_ev": -8.23}

***

{"formula": "C6H6O", "method": "wB97M-V/def2-TZVPD", "elements": ["O", "C", "C", "C", "C", "C", "C", "H", "H", "H", "H", "H", "H"], "coordinates": [[-2.08870, -0.13935, -0.98711], [-0.45208, -0.90334, 0.58994], [-0.25765, 0.46106, 1.22741], [0.35553, 1.24571, 0.36671], [0.30465, 0.49540, -0.90480], [-0.99480, -0.26821, -0.62354], [0.82176, -0.86838, -0.36940], [0.42227, 2.37820, 0.39788], [0.76944, -1.56289, -1.41939], [1.75489, -0.70820, 0.19586], [-0.53943, 0.85898, 2.12211], [-0.79104, -1.69391, 1.25526], [0.69517, 0.70494, -1.85092]], "lowdin_charge": [0.1659, -0.1086, -0.0525, -0.0640, -0.1784, -0.4755, -0.0859, 0.1388, 0.1915, 0.1137, 0.0866, 0.1454, 0.1230], "e_homo_ev": -9.29}

***

{"formula": "C6H6O", "method": "wB97M-V/def2-TZVPD", "elements": ["O", "C", "C", "C", "C", "C", "C", "H", "H", "H", "H", "H", "H"], "coordinates": [[-2.64366, -0.06337, 0.00457], [-1.30740, -0.04462, -0.06036], [0.79936, -1.25443, -0.15824], [1.18272, 1.06394, -0.05411], [1.63637, -0.15635, -0.00866], [-0.50485, -1.24910, -0.13257], [-0.36982, 1.23413, -0.08606], [2.78988, -0.26639, 0.31311], [-0.74780, 2.37056, -0.36520], [-2.78734, 0.82932, 0.20352], [1.22609, -2.21551, 0.13238], [-0.93410, -2.22874, 0.10623], [1.66056, 1.98054, 0.10539]], "lowdin_charge": [0.0816, -0.2600, -0.1524, -0.1185, -0.1732, -0.0727, 0.0385, 0.1541, 0.1257, 0.0733, 0.1131, 0.1209, 0.0697], "e_homo_ev": -8.38, "smiles": "Oc1ccccc1"}

***

{"formula": "C6H6O", "method": "wB97M-V/def2-TZVPD", "elements": ["O", "C", "C", "C", "C", "C", "C", "H", "H", "H", "H", "H", "H"], "coordinates": [[0.29847, -1.44541, 0.92003], [-0.65101, -0.83544, 0.07587], [1.48596, 1.50475, 1.08984], [0.22855, -0.82505, -2.45792], [-0.18850, -0.81514, -1.32818], [-0.95758, 0.58953, 0.60923], [0.33286, 1.18054, 0.94898], [0.61033, -0.83364, -3.45559], [-1.56375, -1.43670, 0.13839], [2.42819, 1.99723, 1.15820], [-1.61485, 0.50275, 1.48198], [1.03117, -0.81626, 0.95510], [-1.44369, 1.23795, -0.12964]], "lowdin_charge": [-0.0278, -0.4052, 0.1306, 0.1294, -0.0722, -0.1380, -0.1418, 0.0284, 0.1484, 0.0356, 0.1239, 0.0611, 0.1277], "e_homo_ev": -10.26, "smiles": "C#CC[C@H](O)C#C"}

***

{"formula": "C6H6O2", "method": "wB97M-V/def2-TZVPD", "elements": ["O", "O", "C", "C", "C", "C", "C", "C", "H", "H", "H", "H", "H", "H"], "coordinates": [[1.81668, -0.08578, 0.05433], [1.96798, 2.02228, 0.04248], [-1.60190, 0.97707, -0.02859], [-0.81146, -0.22052, 0.48216], [-0.17543, 0.83096, -0.45755], [1.15890, -1.34937, -0.04312], [1.21240, 1.06130, -0.13537], [-0.14109, -1.41701, 0.10564], [0.03962, 0.19515, -1.36281], [-1.94309, 1.82045, 0.61075], [-0.45148, -0.01069, 1.64599], [-2.33286, 0.78806, -1.01196], [1.84362, -2.16624, -0.07471], [-0.58189, -2.44566, 0.17276]], "lowdin_charge": [0.0562, 0.0979, -0.0277, -0.2161, -0.1787, -0.0526, -0.4877, -0.1127, 0.1709, 0.1166, 0.2122, 0.1659, 0.1241, 0.1318], "e_homo_ev": -9.66, "smiles": "O=C1OC=C[C@@H]2C[C@@H]12"}

***

{"formula": "C6H6O2", "method": "wB97M-V/def2-TZVPD", "elements": ["O", "O", "C", "C", "C", "C", "C", "C", "H", "H", "H", "H", "H", "H"], "coordinates": [[-0.46756, 0.95959, 2.21564], [0.72293, 2.14174, 0.51534], [-0.40828, -2.10584, -0.79186], [-0.71886, -1.14134, 0.14978], [0.00431, 1.26020, 0.90344], [0.43045, -1.39859, -1.77501], [0.47900, 0.03545, -1.44046], [0.02395, 0.01063, -0.10062], [-0.40930, 0.71846, -1.74482], [1.50487, 0.82522, -1.64248], [-1.46844, -1.60523, 0.88344], [0.91515, -1.63339, -2.70720], [-0.74255, -3.15601, -0.70779], [-0.70612, 0.07736, 2.39933]], "lowdin_charge": [0.0759, 0.1007, -0.0645, -0.1011, -0.3612, -0.0470, -0.1967, -0.2108, 0.1925, 0.2232, 0.1425, 0.0818, 0.1078, 0.0568], "e_homo_ev": -8.50, "smiles": "O=C(O)C1=CC=CC1"}

***

{"formula": "C6H6O2", "method": "wB97M-V/def2-TZVPD", "elements": ["O", "O", "C", "C", "C", "C", "C", "C", "H", "H", "H", "H", "H", "H"], "coordinates": [[1.40283, 0.67322, 2.86805], [-0.78529, -2.60821, 0.80802], [-0.27133, 1.25631, -0.51669], [-0.19650, -1.17957, -1.30926], [0.14467, 1.37554, 0.74924], [-0.77535, -1.53693, 0.05880], [1.30307, 0.55445, 1.58638], [0.06933, 0.09212, -1.46917], [1.65934, -0.18066, 0.92853], [0.03223, -1.94692, -2.16394], [-1.47668, -0.59516, 0.35234], [0.23957, 0.06552, -2.70298], [-0.92773, 2.03000, -0.91853], [-0.41815, 2.00031, 1.72922]], "lowdin_charge": [-0.0136, -0.0362, -0.1292, -0.1213, -0.0654, -0.1988, -0.1375, -0.1226, 0.0790, 0.1462, 0.1463, 0.1638, 0.1052, 0.1842], "e_homo_ev": -9.77, "smiles": "O=C/C=C\\C=C/C=O"}

***

{"formula": "C6H6O2", "method": "wB97M-V/def2-TZVPD", "elements": ["O", "O", "C", "C", "C", "C", "C", "C", "H", "H", "H", "H", "H", "H"], "coordinates": [[2.73028, 0.79717, 1.68951], [0.12869, 0.71906, -1.58273], [-0.50450, -0.61308, 0.76302], [-1.31633, -0.74242, -0.32403], [-1.08981, -0.00812, -1.60454], [0.70543, 0.10141, 0.63704], [1.63033, 0.23961, 1.76778], [0.96670, 0.75177, -0.45803], [-0.81763, -1.18124, 1.64781], [1.30215, -0.29398, 2.66665], [-1.98883, 0.73424, -1.76605], [-2.28445, -1.21434, -0.13973], [1.78581, 1.39485, -0.78818], [-1.24786, -0.68494, -2.50851]], "lowdin_charge": [0.0232, -0.0549, -0.0559, -0.0651, -0.1974, -0.2338, -0.1983, -0.0014, 0.1206, 0.1193, 0.1463, 0.1076, 0.1572, 0.1325], "e_homo_ev": -8.42, "smiles": "O=CC1=COCC=C1"}

***

{"formula": "C6H6O2", "method": "wB97M-V/def2-TZVPD", "elements": ["O", "O", "C", "C", "C", "C", "C", "C", "H", "H", "H", "H", "H", "H"], "coordinates": [[-2.44324, 1.09991, -1.08671], [1.86227, -0.81113, -1.85993], [-1.27800, 0.82128, -0.96192], [-1.22757, 1.00706, 1.58196], [1.14740, -0.76616, -0.73753], [0.51087, -0.06018, 0.18508], [1.29950, -1.26672, 0.65665], [-0.58690, 0.78281, 0.42997], [-0.80301, 0.72259, 2.53097], [-2.18318, 1.50635, 1.56780], [1.31064, -0.71198, -2.64709], [-0.60203, 0.91282, -1.83182], [0.78924, -2.17887, 0.95109], [2.20400, -1.05779, 1.22149]], "lowdin_charge": [0.0680, 0.0986, -0.1953, 0.1077, -0.2601, -0.1345, -0.0205, -0.2217, 0.0712, 0.0699, 0.1174, 0.1256, 0.0868, 0.0870], "e_homo_ev": -8.53, "smiles": "C=C(C=O)C1=C(O)C1"}

***

{"formula": "C6H6O2", "method": "wB97M-V/def2-TZVPD", "elements": ["O", "O", "C", "C", "C", "C", "C", "C", "H", "H", "H", "H", "H", "H"], "coordinates": [[0.45103, -1.78614, 0.38909], [0.87315, 1.74306, -0.18372], [-2.34955, 0.03104, -0.04095], [2.43370, -0.48872, -0.27562], [-1.20095, 0.88234, 0.48475], [-3.28685, -0.69352, -0.38243], [0.29699, 0.71519, 0.00558], [1.00020, -0.79437, 0.06051], [-1.05866, 0.82132, 1.57811], [2.61033, 0.45017, -0.84631], [-1.31092, 1.90651, 0.23598], [2.80813, -1.28449, -0.96574], [-4.04856, -1.20307, -0.86310], [2.78196, -0.29932, 0.80385]], "lowdin_charge": [0.1418, 0.0977, -0.0926, -0.0281, -0.1103, 0.1079, -0.2804, -0.3724, 0.1299, 0.0812, 0.0885, 0.1015, -0.0002, 0.1355], "e_homo_ev": -9.18, "smiles": "C#CCC(=O)C(C)=O"}

***

{"formula": "C6H6O2S", "method": "wB97M-V/def2-TZVPD", "elements": ["S", "O", "O", "C", "C", "C", "C", "C", "C", "H", "H", "H", "H", "H", "H"], "coordinates": [[1.37158, 0.72261, 2.67103], [0.17479, 1.38011, 3.12673], [2.56612, 1.52015, 2.64116], [-1.11647, -0.57302, -1.82594], [0.14339, -0.80630, 0.34164], [-0.60874, -1.35387, -0.87059], [-0.05510, 1.20032, -0.83905], [-1.11328, 0.87600, -1.54936], [0.77430, 0.50249, -0.07415], [-0.74363, -2.42435, -0.88867], [0.93803, -1.49603, 0.62702], [-0.57167, -0.74973, 1.17236], [-1.65601, -0.96152, -2.67426], [-1.93957, 1.49648, -1.84238], [1.83624, 0.66665, -0.01553]], "lowdin_charge": [0.8621, -0.4033, -0.4089, -0.0969, -0.2181, -0.0763, 0.0092, -0.0814, -0.1933, 0.1030, 0.1101, 0.1122, 0.0986, 0.0981, 0.0848], "e_homo_ev": [-8.69, -8.69]}